{"formula": "C3H8O", "method": "wB97M-V/def2-TZVPD", "species": ["C", "H", "H", "H", "H", "C", "C", "O", "H", "H", "H", "H"], "coordinates": [[1.18394, -1.04970, 1.97377], [1.37710, -0.16189, 2.57226], [1.40403, -0.74064, 0.94978], [0.14872, -1.37174, 2.03379], [1.82730, -1.89342, 2.22817], [-0.38372, 1.17320, -2.13312], [-1.24618, 0.39545, -1.36002], [-1.46476, 0.33513, 0.02751], [0.25057, 0.66570, -2.87116], [-0.38635, 2.25688, -2.25910], [-1.86954, -0.39986, -1.77406], [-0.84111, 0.79088, 0.61217]], "total_charge": -1, "s2": 0.76, "multiplicity": 2, "relative_energy_ev": 1.627}